Molecular formula: C24H29FN6O3
Method: DFT, ωB97M-V/def2-TZVPD

Each line ends with the Löwdin charge.
Element x y z (Å)
C: 2.9648 -2.8345 -2.8917  -0.10
C: 2.2215 -1.9271 -3.8636  -0.24
C: 1.5259 -0.7534 -3.1744  -0.14
C: 0.3790 -1.1841 -2.2627  -0.16
C: -0.7550 -0.1295 -2.2253  -0.43
O: -0.5630 1.0535 -2.4320  0.05
N: -1.9493 -0.6632 -1.9459  0.13
C: -3.1554 0.1174 -1.7586  -0.29
C: -4.3370 -0.5982 -2.4168  -0.14
C: -4.7732 -1.6049 -1.3560  -0.19
C: -4.6718 -0.8139 -0.0496  -0.18
C: -3.5377 0.2035 -0.2673  -0.13
N: 0.7678 -1.4617 -0.8700  0.07
C: -0.0109 -2.3314 -0.1879  -0.41
O: -0.8595 -3.0169 -0.7314  0.06
C: 0.1358 -2.3789 1.3368  0.00
N: 0.1968 -1.0562 1.8729  -0.19
N: 1.0101 -0.6784 2.8242  0.09
N: 0.8383 0.5801 2.9993  0.11
C: -0.1056 0.9698 2.1142  -0.28
C: -0.5449 2.3140 1.9024  -0.22
C: -1.1852 2.8641 0.8196  0.01
C: -1.3252 4.2353 1.1130  -0.01
C: -0.7644 4.4284 2.3465  -0.32
C: -0.6205 5.6498 3.1799  -0.01
O: -0.2861 3.2669 2.8254  0.10
N: -0.5332 -0.0684 1.3967  0.20
C: 1.8076 -0.7110 -0.2738  -0.18
C: 1.8153 0.6818 -0.3187  -0.01
C: 2.8348 1.3969 0.2831  -0.06
C: 3.8671 0.7424 0.9334  -0.07
C: 3.8934 -0.6404 0.9664  0.00
C: 2.8757 -1.3467 0.3573  -0.23
F: 2.9190 -2.6999 0.3883  0.07
H: 2.2811 -3.2973 -2.1848  0.07
H: 3.4758 -3.6278 -3.4322  0.07
H: 3.7096 -2.2690 -2.3353  0.07
H: 1.4828 -2.5131 -4.4154  0.11
H: 2.9314 -1.5250 -4.5896  0.11
H: 2.2594 -0.1680 -2.6197  0.11
H: 1.0998 -0.0929 -3.9325  0.12
H: -0.0455 -2.1208 -2.6414  0.15
H: -2.0057 -1.6425 -1.6986  0.12
H: -2.9551 1.0992 -2.1941  0.14
H: -4.0568 -1.0639 -3.3603  0.11
H: -5.1369 0.1187 -2.6043  0.12
H: -5.7781 -1.9858 -1.5314  0.11
H: -4.0877 -2.4535 -1.3390  0.10
H: -4.4763 -1.4644 0.8012  0.10
H: -5.6107 -0.2921 0.1387  0.10
H: -3.8705 1.2105 -0.0198  0.11
H: -2.6667 -0.0163 0.3500  0.08
H: -0.7523 -2.8993 1.7123  0.14
H: 1.0221 -2.9266 1.6610  0.13
H: -1.4819 2.3508 -0.0712  0.10
H: -1.7773 4.9814 0.4924  0.11
H: 0.4263 5.8143 3.4306  0.09
H: -1.1726 5.5391 4.1125  0.09
H: -1.0014 6.5110 2.6399  0.08
H: 1.0136 1.1982 -0.8225  0.11
H: 2.8107 2.4747 0.2505  0.11
H: 4.6517 1.3040 1.4144  0.11
H: 4.6871 -1.1820 1.4549  0.12

Values from the calculation:
HOMO-LUMO gap: 8.990 eV
SMILES: CCC[C@H](C(=O)NC1CCCC1)N(C(=O)Cn1nnc(-c2ccc(C)o2)n1)c1ccccc1F
energy above the lowest of the compared OMol25 structures with the same formula, charge and spin: 39.46 kJ/mol
DFT total energy: -1586.0773 Ha